Molecular formula: C18H44BClN5O7P
Method: DFT, the ωB97M-V functional and the def2-TZVPD basis

The geometry in XYZ format:
```
77
Properties=species:S:1:pos:R:3:forces:R:3
C 0.378701 -3.831331 -0.493965 0.0 0.0 0.0
C 1.190786 -3.067846 -1.531721 0.3 -0.4 0.4
C 2.206084 -2.092964 -0.932148 0.3 0.4 -0.9
Cl 1.427479 -0.470644 -0.709262 0.0 -0.1 0.2
B 3.466442 -1.958495 -1.854501 0.0 0.0 0.4
P 4.680044 -3.425670 -2.222836 0.2 -0.1 -0.5
O 4.132210 -4.715805 -1.338333 -0.5 0.0 0.1
O 5.950580 -2.989936 -1.266336 -0.6 0.3 0.4
H 0.280024 -3.298668 0.444681 -0.1 0.2 0.1
H -0.609909 -4.083555 -0.854105 -0.2 0.0 -0.1
H 0.865404 -4.769620 -0.255862 0.2 -0.2 0.2
H 1.772219 -3.789241 -2.099276 -0.1 -0.2 -0.4
H 0.563281 -2.542592 -2.236939 -0.1 0.2 -0.2
H 2.548269 -2.437632 0.038418 -0.2 -0.1 0.4
H 3.734321 -0.935253 -2.397046 0.0 0.0 -0.1
H 3.536439 -5.264439 -1.872129 0.4 0.1 0.2
H 5.596174 -2.643983 -0.427196 0.6 -0.2 -0.2
C -2.456007 -8.467645 -1.269492 0.2 0.0 0.1
N -1.848266 -7.544321 -0.333354 0.0 -0.1 -0.1
C -0.528096 -7.835686 0.200250 -0.1 0.1 0.0
C -2.470475 -6.416759 0.069075 -0.1 0.1 0.0
O -2.002438 -5.613656 0.848678 0.0 0.0 0.0
H -2.572983 -9.451749 -0.810791 0.0 0.0 -0.1
H -1.835301 -8.567055 -2.162654 -0.1 0.0 0.0
H -3.436844 -8.102059 -1.565261 0.0 0.0 0.0
H -0.569304 -7.913299 1.286779 0.1 0.0 0.0
H 0.166198 -7.035034 -0.053238 0.0 0.0 0.0
H -0.168637 -8.773043 -0.216717 0.0 0.0 0.0
H -3.469774 -6.290259 -0.384999 0.0 0.0 0.0
C 0.638420 2.878129 -1.348255 -0.1 0.3 -0.1
N 1.046477 4.195171 -0.903391 0.0 -0.1 -0.1
C 0.677366 5.357610 -1.697859 0.2 0.0 0.2
C 1.754631 4.371728 0.225818 0.0 0.0 0.1
O 2.122748 5.448927 0.655583 0.0 0.0 0.0
H 1.058082 2.667514 -2.334355 0.0 -0.1 0.0
H -0.451563 2.825036 -1.404124 0.0 -0.1 0.0
H 0.992263 2.125110 -0.650781 0.0 0.0 0.0
H 1.574457 5.889538 -2.017259 0.0 0.0 0.0
H 0.072750 6.040768 -1.101849 0.0 0.0 0.0
H 0.110953 5.046709 -2.566385 -0.1 0.0 0.0
H 1.977096 3.422443 0.745858 0.0 0.0 0.0
C -1.487621 -0.576037 4.332680 0.2 -0.2 -0.3
N -0.660333 -1.342530 3.413349 -0.2 0.1 0.1
C -0.221385 -0.714681 2.180959 0.0 -0.1 0.2
C -0.272906 -2.602382 3.659650 0.1 -0.1 0.1
O 0.444271 -3.262235 2.926758 0.0 0.0 0.0
H -2.419206 -0.285625 3.844215 0.0 0.1 0.1
H -0.964183 0.321577 4.646551 -0.1 0.1 0.1
H -1.723715 -1.173635 5.210917 0.0 -0.1 0.0
H -0.593472 -1.268272 1.319857 0.0 0.0 0.0
H 0.866759 -0.705831 2.135283 0.0 0.0 -0.1
H -0.594848 0.306110 2.144565 0.0 0.0 0.0
H -0.656332 -2.994050 4.617249 0.0 0.0 0.0
C -0.612958 5.552788 6.535646 0.1 -0.1 -0.1
N -0.597989 4.184932 6.055061 0.0 0.1 0.1
C 0.675836 3.511977 5.862788 -0.1 -0.1 0.0
C -1.726841 3.513514 5.774782 -0.1 0.0 -0.1
O -1.762696 2.366921 5.365412 0.0 0.1 0.0
H -0.076499 6.202530 5.842019 0.0 0.1 0.0
H -0.138390 5.613774 7.516867 0.0 0.1 0.0
H -1.638820 5.903595 6.620950 0.0 0.0 0.0
H 0.787261 3.208123 4.821640 0.0 0.0 0.0
H 0.726925 2.618329 6.485621 0.0 0.0 0.0
H 1.484863 4.186149 6.129553 0.0 0.0 0.0
H -2.639780 4.108106 5.946297 0.0 0.0 0.0
C -1.950800 3.629385 -7.034305 0.1 0.2 0.0
N -1.552912 4.769931 -6.233146 0.0 -0.1 -0.1
C -0.934935 5.915580 -6.880165 0.0 0.0 0.1
C -1.736192 4.807664 -4.901620 0.0 0.0 0.1
O -1.418531 5.740848 -4.188298 0.0 0.0 -0.1
H -1.083838 3.202638 -7.542303 0.0 -0.1 0.0
H -2.685840 3.930726 -7.783073 0.0 -0.1 0.0
H -2.393288 2.866450 -6.397862 0.0 0.0 0.0
H 0.060015 6.088253 -6.469682 0.0 0.0 0.0
H -1.531771 6.811434 -6.708854 0.0 0.0 0.0
H -0.858766 5.729623 -7.948092 0.0 0.0 0.0
H -2.211385 3.893877 -4.503986 0.0 0.0 0.0
```
Positions in Å, forces in eV/Å.

The total energy is -63650.1715 eV. Its spin multiplicity is 1. Its HOMO energy is -8.5 eV. The value obtained for the maximum force is 1.09 eV/Å. The value obtained for the energy above the lowest of the compared OMol25 structures with the same formula, charge and spin is 0.1730 eV.

For each atom in turn, the Mulliken charge in e is: C -0.527; C -0.769; C 0.055; Cl -0.154; B 0.458; P -0.008; O -0.467; O -0.453; H -0.126; H 0.348; H 0.169; H 0.187; H 0.447; H 0.160; H -0.087; H 0.324; H 0.321; C -0.933; N 0.127; C -0.756; C 0.100; O -0.558; H 0.337; H 0.334; H 0.293; H 0.303; H 0.112; H 0.392; H 0.302; C -0.437; N 0.184; C -0.817; C 0.080; O -0.625; H 0.342; H 0.335; H -0.103; H 0.301; H 0.284; H 0.221; H 0.274; C -0.918; N 0.232; C -0.906; C 0.026; O -0.567; H 0.289; H 0.401; H 0.280; H 0.262; H 0.274; H 0.391; H 0.268; C -0.898; N 0.103; C -0.900; C 0.138; O -0.557; H 0.333; H 0.331; H 0.289; H 0.278; H 0.282; H 0.369; H 0.219; C -0.912; N 0.096; C -0.933; C 0.149; O -0.631; H 0.345; H 0.337; H 0.293; H 0.286; H 0.291; H 0.388; H 0.306

Molecular formula: C35H30F9N2O27
Method: DFT, the ωB97M-V functional and the def2-TZVPD basis

The geometry in XYZ format:
```
103
Properties=species:S:1:pos:R:3:forces:R:3
C -3.636698 1.515712 0.679012 0.6 -0.1 0.9
C -2.782323 0.755680 -0.472089 -1.2 1.7 -0.7
C -1.772032 1.854594 -1.141045 -0.4 -2.3 1.5
F -2.617395 2.883067 -1.677832 1.8 -1.4 0.8
C -0.795241 2.330146 0.030013 2.4 2.0 2.1
C -0.375777 1.400171 1.238977 1.3 3.2 0.0
C 0.578586 1.878503 2.392352 -1.2 1.8 -2.6
C 0.967988 0.826323 3.560766 4.0 -3.6 2.2
O 0.175008 0.481318 4.498669 0.7 2.1 -3.0
O 2.243848 0.259188 3.521337 -5.2 3.4 -1.1
C 1.115599 3.352337 2.364379 -1.3 -0.6 -2.2
C 2.057999 3.867492 3.564693 3.3 0.4 -1.6
O 3.292111 4.071662 3.451274 -5.4 -0.8 0.5
N 1.364108 4.137597 4.870254 -2.9 0.0 -1.3
C 0.223589 5.073697 4.629187 0.2 4.8 0.3
O 0.343345 6.319129 4.709664 -0.6 -5.9 -0.5
F -1.102062 4.586534 4.339524 3.2 0.2 0.8
C 0.738199 4.296069 1.189877 -1.1 -3.4 0.2
C -0.196263 3.762373 0.034588 1.1 -0.8 2.3
C -0.310734 4.988172 -0.980049 -0.4 -0.4 -0.8
O -0.893878 5.138673 -2.082034 2.1 -0.5 4.0
N 0.519585 6.052395 -0.397324 -0.5 0.2 1.0
C 1.139979 5.819582 0.915054 -0.4 -0.6 0.7
O 1.776331 6.622138 1.638536 -2.3 -2.7 -3.0
H -4.766704 1.348950 0.578998 2.3 0.0 0.4
H -3.224237 1.164325 1.698749 -0.9 0.6 -1.4
H -3.480081 2.661948 0.671914 -0.1 -1.9 -0.2
H -3.551597 0.484400 -1.294707 1.5 0.2 1.2
H -2.237076 -0.176933 -0.104389 -0.7 1.4 -0.6
H -1.188869 1.266326 -1.949472 -0.8 1.7 0.9
H -0.759347 0.328003 1.325907 0.6 1.8 -0.2
H 0.887201 3.246566 5.152615 0.6 0.4 -0.3
H 0.133459 6.995034 -0.574071 0.8 -0.7 0.0
C -9.208268 0.977886 0.496926 -0.8 0.6 0.2
C -8.503130 -0.247926 0.982353 -0.1 -0.6 -0.1
O -7.397182 -0.352116 0.110577 -0.1 0.6 0.3
C -7.110600 0.926686 -0.265280 1.3 0.8 -1.1
O -6.082908 1.261686 -0.779446 -1.7 -0.5 0.0
O -8.135236 1.778633 0.024307 0.5 -0.5 0.0
F -9.278339 -1.348905 0.827913 0.0 -0.3 0.1
H -9.896771 0.769893 -0.327233 0.1 -0.2 0.1
H -9.756403 1.485643 1.292117 0.2 0.1 -0.1
H -8.151479 -0.184462 2.016279 -0.1 -0.2 0.0
C 3.686045 -3.348619 2.138102 -0.2 -0.2 1.1
C 4.736803 -2.912929 1.168960 0.2 0.0 -0.2
O 4.045344 -2.870135 -0.060717 -0.2 0.3 0.4
C 2.751792 -2.584828 0.263394 -1.5 0.5 -0.5
O 1.929561 -2.206139 -0.522224 0.7 -0.6 0.6
O 2.510657 -2.775919 1.588799 0.3 0.1 -0.9
F 5.728667 -3.838272 1.074522 0.3 -0.1 0.0
H 3.574787 -4.436495 2.180177 0.2 0.0 -0.2
H 3.869358 -2.975682 3.147034 -0.2 0.1 -0.1
H 5.166246 -1.930266 1.383582 0.1 -0.2 0.0
C 9.169622 -5.086871 0.029330 0.6 0.7 0.5
C 7.846540 -5.340913 -0.617679 -0.4 0.3 -0.6
O 7.944664 -6.686472 -1.039850 0.3 0.0 0.7
C 8.796045 -7.280739 -0.157591 0.3 -1.6 0.2
O 8.913581 -8.465491 -0.030137 0.0 1.1 -0.1
O 9.493298 -6.360118 0.568924 -0.4 -0.4 -0.3
F 7.682212 -4.558194 -1.710977 -0.2 0.1 -0.1
H 9.940178 -4.789920 -0.688076 -0.2 0.0 -0.1
H 9.111074 -4.330872 0.813943 0.0 -0.2 0.0
H 6.990766 -5.227597 0.051167 0.0 0.0 -0.2
C -9.328517 -4.638824 -1.160274 0.9 0.5 -0.3
C -9.912590 -5.959946 -0.775054 0.1 -0.4 0.6
O -11.244584 -5.636959 -0.432859 0.2 0.2 -0.7
C -11.558846 -4.546841 -1.188731 -1.5 0.9 -0.3
O -12.674768 -4.154407 -1.371430 1.1 -0.4 0.2
O -10.446121 -3.962539 -1.717520 -0.5 -0.4 0.2
F -9.296534 -6.463203 0.320879 0.0 -0.2 0.0
H -8.955107 -4.075227 -0.300405 -0.1 -0.2 0.1
H -8.524336 -4.736331 -1.891275 -0.2 0.1 -0.1
H -9.908914 -6.704501 -1.576664 0.0 -0.1 0.2
C 0.593667 -6.111649 -1.240044 0.5 0.6 -0.8
C -0.710622 -6.321079 -0.540633 -0.5 -0.3 -0.2
O -0.376652 -7.206419 0.508168 0.4 0.6 0.0
C 0.926373 -6.939887 0.805701 1.0 -0.5 1.3
O 1.473408 -7.295975 1.809176 -0.5 0.3 -1.0
O 1.529117 -6.211005 -0.176339 -0.4 -0.3 0.5
F -1.605897 -6.933878 -1.353314 -0.2 0.0 0.0
H 0.804209 -6.887232 -1.982157 -0.2 -0.1 0.1
H 0.653953 -5.136162 -1.725624 0.2 0.0 0.2
H -1.150090 -5.409197 -0.125981 -0.1 -0.1 -0.1
C 4.890501 6.262982 0.159405 -0.9 0.6 0.3
C 5.582529 5.029645 0.642226 -0.5 -0.8 0.1
O 6.687155 4.915256 -0.234484 0.2 0.8 0.2
C 6.986291 6.190378 -0.608584 1.1 0.5 -0.8
O 8.017663 6.515635 -1.126417 -0.9 -0.3 0.4
O 5.972580 7.053238 -0.315915 0.7 -0.5 -0.1
F 4.796755 3.940252 0.488448 0.1 -0.1 0.1
H 4.197893 6.063402 -0.663521 0.1 -0.2 0.1
H 4.349530 6.775882 0.956118 0.1 0.1 -0.1
H 5.937239 5.087744 1.675383 -0.1 -0.2 0.0
C 1.168945 4.182541 -5.456380 -0.7 -0.1 -0.8
C 2.526490 4.620721 -5.007349 0.2 0.6 0.2
O 2.530078 4.303568 -3.631952 -0.1 -0.5 -0.5
C 1.691458 3.236238 -3.504147 -0.5 -1.1 1.5
O 1.647669 2.528731 -2.542774 0.0 0.7 -0.9
O 0.912689 3.071507 -4.611311 0.5 0.1 0.4
F 2.674323 5.961135 -5.140776 0.2 0.1 -0.1
H 0.403725 4.946973 -5.293269 0.2 0.1 0.1
H 1.152600 3.888219 -6.507193 0.0 -0.2 0.2
H 3.353193 4.105495 -5.505658 0.0 0.2 0.0
```
Positions in Å, forces in eV/Å.

The total energy is -119497.9228 eV. Its spin multiplicity is 1. Its HOMO energy is -5.5 eV. The value obtained for the maximum force is 6.31 eV/Å. The total charge is -1.

Atom charges from the Mulliken analysis, given in e for atoms 1 to 99: C -0.335; C -0.624; C 0.123; F -0.350; C 0.947; C -0.744; C 0.282; C 0.035; O -0.666; O -0.722; C 0.883; C -0.140; O -0.488; N -0.278; C 0.648; O -0.474; F -0.222; C 0.502; C -0.546; C 0.075; O -0.647; N -0.076; C 0.236; O -0.605; H -0.190; H 0.327; H 0.222; H 0.374; H 0.360; H 0.258; H 0.257; H 0.398; H 0.280; C -0.427; C 0.275; O -0.279; C 0.599; O -0.528; O -0.293; F -0.253; H 0.300; H 0.277; H 0.267; C -0.361; C 0.247; O -0.308; C 0.687; O -0.588; O -0.275; F -0.290; H 0.232; H 0.310; H 0.295; C -0.448; C 0.601; O -0.321; C 0.625; O -0.520; O -0.315; F -0.298; H 0.277; H 0.281; H 0.160; C -0.328; C 0.336; O -0.299; C 0.647; O -0.517; O -0.290; F -0.282; H 0.189; H 0.277; H 0.268; C -0.401; C 0.334; O -0.314; C 0.655; O -0.518; O -0.289; F -0.293; H 0.255; H 0.274; H 0.298; C -0.067; C 0.415; O -0.329; C 0.553; O -0.541; O -0.343; F -0.244; H 0.129; H 0.186; H 0.219; C -0.421; C 0.274; O -0.192; C 0.601; O -0.479; O -0.311

| no. | gap between HOMO and LUMO (eV) |
| --- | --- |
| 1 | 8.0 |
| 2 | 6.6 |